# 1
Computed, not measured: a 2-piece molecular cluster, C3H11N2S overall in a non-equilibrium geometry, with ωB97M-V/def2-TZVPD.

Structure (XYZ):
```
17
Properties=species:S:1:pos:R:3:forces:R:3
C -2.9886 -1.0586 -1.2607 -2.726 2.696 -1.586
C -2.8970 -0.4979 0.1272 1.383 -1.794 1.979
S -1.2479 0.3180 0.5494 -1.707 1.319 0.893
H -2.7839 -2.0792 -1.4045 -0.102 -1.357 0.168
H -2.4365 -0.5332 -2.0460 0.365 0.227 0.447
H -4.0871 -0.7204 -1.5633 2.006 -1.592 0.264
H -3.7263 0.1832 0.2981 0.468 0.208 0.337
H -2.8802 -1.3398 0.9189 -0.667 1.344 -1.363
H -1.8328 1.1581 1.5337 1.023 -0.979 -1.146
N 2.1033 0.0902 0.7809 1.297 0.955 -0.573
C 2.9050 0.7877 -0.0413 0.353 -2.866 2.106
N 4.1697 0.9649 0.2942 0.521 0.936 -1.896
H 2.5419 -0.3619 1.6200 -1.151 0.903 -0.941
H 1.0921 0.2327 0.6762 0.149 -0.808 0.172
H 2.6398 0.9064 -1.0856 -0.595 1.166 0.252
H 4.7284 1.5042 -0.3814 -0.169 -0.647 0.566
H 4.7001 0.4457 0.9840 -0.448 0.287 0.321
```
Positions in Å, forces in eV/Å.

Computed properties:
- Total charge: +1
- Orbital gap: 8.0 eV
- Energy relative to the best compared isomer or geometry (same formula, charge and spin): 138.1 kJ/mol
- HOMO energy: -12.27 eV



# 2
Computed, not measured: C7H12O3SiTb as an isolated structure in a non-equilibrium geometry, with ωB97M-V/def2-TZVPD.

Structure (XYZ):
```
24
Properties=species:S:1:pos:R:3:forces:R:3
C 2.6726 -1.7446 1.4290 -0.364 0.912 -2.988
C 2.3698 -1.3336 0.0003 1.157 -1.072 3.301
Si 0.7669 -0.2153 -0.1838 2.834 -0.225 -4.242
C 1.3168 1.3727 -1.1227 0.693 1.771 0.331
C 1.2174 2.6495 -0.0660 -5.560 2.772 -0.929
O 0.0814 3.3974 -0.0607 6.955 -5.175 0.477
C -0.5804 -1.2668 -1.0703 -1.314 -1.279 1.293
C -2.0496 -0.9737 -0.3291 -0.856 -2.088 -1.665
O -2.7264 0.2193 -0.8881 0.591 0.883 4.348
C -3.2526 0.9503 0.3017 -6.067 -2.696 2.704
O -4.2301 0.4342 1.0975 7.436 3.295 -5.323
H 2.7022 -0.8556 2.2044 -0.133 -2.161 -1.208
H 2.7980 -2.8793 1.6848 0.186 2.116 -0.220
H 2.9958 -1.6702 -0.9295 -1.225 0.161 1.659
H 0.3145 0.1832 1.1584 6.685 -0.815 -2.178
H 2.4510 1.3261 -1.4846 -2.398 -0.114 0.675
H 0.5965 1.5079 -2.0387 1.335 -0.008 1.731
H 2.1141 2.8466 0.6621 -1.588 -0.091 -1.350
H -0.6280 -1.1425 -2.2332 -0.023 0.076 2.154
H -0.3561 -2.4154 -0.8343 -0.513 2.342 -0.575
H -1.9239 -0.7733 0.8389 -3.049 -4.780 -5.389
H -2.7429 -1.9295 -0.4461 1.365 2.084 0.448
H -2.7771 2.0052 0.5649 -1.060 -1.567 -1.120
Tb -1.1301 0.3074 1.7449 -5.088 5.658 8.067
```
Positions in Å, forces in eV/Å.

Computed properties:
- Total charge: +3
- Multiplicity: 7
- Orbital gap (spin up / spin down): 7.0 / 5.7 eV
- HOMO energy (spin up / spin down): -20.59 / -20.55 eV



# 3
Computed, not measured: a 3-piece molecular cluster, C28H38I2NO12P overall in a non-equilibrium geometry, with ωB97M-V/def2-TZVPD.

Structure (XYZ):
```
82
Properties=species:S:1:pos:R:3:forces:R:3
C 9.4948 -4.5918 1.3197 -0.254 -0.037 -0.326
O 8.2542 -3.9347 1.1798 0.024 -0.150 0.449
C 8.3236 -2.5358 1.3677 -0.326 0.276 -0.133
C 6.9974 -2.0381 1.9343 0.018 0.287 -0.662
C 6.0293 -1.5981 0.8255 -0.403 -0.852 0.451
C 4.5555 -1.5968 1.3035 0.439 0.379 0.180
C 3.8442 -0.2314 1.2152 0.285 -0.292 -0.498
C 2.7906 -0.1088 0.1139 -0.290 0.410 0.521
C 1.8489 -1.3020 0.0161 0.649 0.583 -0.491
N 0.4869 -0.9313 -0.4320 0.019 -1.138 0.264
C -0.0489 -1.7729 -1.4216 -0.761 -0.041 -0.170
O 0.4485 -2.0522 -2.4732 0.695 -0.167 -0.350
C -1.3882 -2.2329 -0.9651 -0.148 0.170 0.052
C -2.2930 -3.0728 -1.5908 -0.024 0.196 0.335
C -3.4852 -3.3323 -0.9182 0.597 0.343 0.054
C -3.7673 -2.7569 0.3348 0.236 0.192 -0.059
C -5.0867 -3.1209 0.9760 0.241 -0.446 -0.552
P -4.9312 -4.5038 2.1157 -0.028 0.673 1.212
O -4.3763 -4.1209 3.4196 0.186 -0.085 -0.013
O -6.4208 -5.0387 2.2391 -0.070 -0.369 -0.447
O -4.1457 -5.6813 1.3833 -0.075 0.221 -0.461
C -2.8337 -1.8885 0.9476 -0.090 -0.188 -0.480
C -3.0740 -1.2725 2.2663 -0.203 -0.032 -0.126
I -4.4830 0.3058 2.2376 0.236 -0.078 -0.093
C -2.4794 -1.6384 3.3858 -0.020 -0.223 0.016
C -2.6411 -1.0493 4.7337 0.178 0.084 0.219
I -1.1041 -3.2401 3.3375 0.019 0.122 -0.015
C -1.6413 -1.6496 0.2567 -0.851 -0.207 -0.024
C -0.4809 -0.7898 0.6029 -0.037 -0.262 -0.887
O -0.3451 -0.0688 1.5314 0.298 0.703 1.262
H 10.0574 -4.2083 2.1696 0.117 0.098 0.094
H 10.0845 -4.5011 0.4055 0.219 0.072 -0.018
H 9.2911 -5.6436 1.4891 -0.059 -0.149 -0.004
H 9.1448 -2.2605 2.0303 0.181 -0.144 0.071
H 8.4844 -2.0639 0.3936 0.276 0.166 -0.036
H 7.1594 -1.1931 2.6000 0.051 -0.043 0.300
H 6.5542 -2.8663 2.4771 -0.038 -0.046 0.290
H 6.3149 -0.6251 0.4384 0.096 0.105 -0.182
H 6.1297 -2.3480 0.0447 0.056 0.135 -0.390
H 4.0278 -2.3837 0.7718 -0.208 0.004 -0.068
H 4.5543 -1.8967 2.3478 -0.046 -0.146 0.167
H 4.6106 0.5086 0.9969 0.049 0.265 0.166
H 3.4188 0.0389 2.1771 -0.217 -0.063 0.099
H 2.1756 0.7579 0.3459 -0.043 0.163 -0.005
H 3.2578 0.1130 -0.8417 0.034 -0.209 -0.237
H 1.8122 -1.8449 0.9578 -0.325 0.115 0.271
H 2.2449 -2.0005 -0.7136 -0.118 -0.142 -0.189
H -2.0587 -3.4871 -2.5587 -0.078 -0.119 -0.093
H -4.2075 -3.9857 -1.3832 -0.178 -0.070 0.046
H -5.7613 -3.4292 0.1807 -0.218 0.022 -0.024
H -5.5444 -2.3064 1.5206 -0.035 0.194 0.185
H -6.4991 -5.5811 3.0338 -0.147 0.031 0.086
H -3.3012 -5.3337 1.0598 0.145 -0.268 0.050
H -3.5382 -0.4469 4.8071 -0.140 0.093 -0.059
H -1.7792 -0.4157 4.9391 0.091 0.100 0.086
H -2.6734 -1.8180 5.4965 -0.030 -0.170 0.086
C -1.4114 0.7892 -3.5092 -0.116 -0.244 0.240
C -2.6014 1.7110 -3.5340 0.279 -0.133 0.024
C -2.2952 3.1452 -3.1754 -0.044 0.113 -0.132
O -3.5455 3.5855 -2.6181 0.093 0.028 0.035
C -4.1586 2.5010 -2.0873 0.070 -0.028 -0.013
O -5.0932 2.5486 -1.3559 -0.105 -0.045 0.028
O -3.5538 1.3627 -2.5050 -0.054 0.111 -0.042
H -0.6934 1.0678 -4.2796 -0.010 0.027 -0.023
H -0.9170 0.8322 -2.5386 0.061 0.080 0.023
H -1.7169 -0.2436 -3.6757 0.005 0.008 -0.094
H -3.1162 1.6471 -4.4969 -0.059 0.049 0.027
H -2.0177 3.7602 -4.0259 -0.134 0.112 0.043
H -1.5259 3.2333 -2.4063 0.049 -0.087 -0.032
C -2.5827 8.8431 -0.7485 0.192 -0.144 0.195
C -2.0809 8.2776 -2.0523 -0.195 0.112 0.241
C -3.0621 7.3896 -2.7865 -0.084 0.023 -0.094
O -2.1863 6.5107 -3.5074 -0.044 0.004 0.059
C -1.0416 6.4090 -2.7919 0.067 -0.002 0.115
O -0.2033 5.5862 -2.9735 0.057 -0.042 -0.090
O -0.9889 7.3615 -1.8345 -0.070 0.023 -0.147
H -3.4143 9.5251 -0.9241 0.000 0.007 -0.041
H -2.9138 8.0439 -0.0846 -0.054 -0.024 -0.055
H -1.7890 9.3853 -0.2357 -0.015 0.067 -0.058
H -1.7170 9.0786 -2.7015 0.021 -0.044 -0.052
H -3.7102 7.9289 -3.4723 0.097 -0.072 -0.137
H -3.6708 6.7873 -2.1082 0.021 0.034 0.058
```
Positions in Å, forces in eV/Å.

Computed properties:
- SMILES string: COCCCCCCCN1C(=O)c2ccc(CP(=O)(O)O)c(/C(I)=C(/C)I)c2C1=O.C[C@@H]1COC(=O)O1.C[C@@H]1COC(=O)O1
- Total charge: 0
- Orbital gap: 8.2 eV
- HOMO energy: -8.62 eV



# 4
Computed, not measured: C22H29KO7P as an isolated structure in a non-equilibrium geometry, with ωB97M-V/def2-TZVPD.

Structure (XYZ):
```
60
Properties=species:S:1:pos:R:3:forces:R:3
K -0.4093 0.9868 0.4098 0.398 -0.225 0.359
O -2.4037 -0.7038 -0.3723 -0.122 0.232 0.023
C -3.3055 0.1634 -1.1168 -0.383 -0.883 -0.078
C -2.6192 1.5535 -1.0819 0.054 0.516 -0.120
O -2.1981 2.0187 -2.1483 -0.017 0.043 -0.076
O -2.4816 2.0126 0.0764 -1.017 0.420 -0.141
C -4.6558 0.2356 -0.4188 0.179 0.133 -0.100
C -5.0735 -0.7327 0.4770 -0.042 -0.025 0.056
C -6.3368 -0.6621 1.0568 0.080 -0.025 -0.008
C -7.1905 0.3824 0.7453 -0.010 0.061 -0.062
C -6.7689 1.3667 -0.1437 0.010 -0.047 0.036
C -5.5107 1.2936 -0.7151 -0.059 0.019 0.018
C -3.4250 -0.4272 -2.5215 -0.041 0.148 0.175
C -4.6396 -0.7980 -3.0790 -0.093 -0.078 -0.135
C -4.6991 -1.3838 -4.3428 0.023 0.067 0.118
C -3.5374 -1.6126 -5.0556 0.092 -0.003 -0.005
C -2.3130 -1.2474 -4.5015 -0.048 -0.011 -0.041
C -2.2585 -0.6560 -3.2536 0.058 0.003 -0.037
H -2.4391 -1.5787 -0.7701 0.007 -0.011 -0.054
H -4.3965 -1.5334 0.7412 -0.014 -0.026 0.009
H -6.6440 -1.4248 1.7612 -0.021 -0.011 0.010
H -8.1739 0.4392 1.1942 -0.011 0.000 0.023
H -7.4157 2.2007 -0.3844 -0.037 0.000 0.012
H -5.1812 2.0712 -1.3935 0.041 0.004 -0.030
H -5.5593 -0.6341 -2.5345 0.003 0.002 0.019
H -5.6606 -1.6601 -4.7567 -0.012 -0.012 -0.017
H -3.5767 -2.0702 -6.0361 -0.002 -0.006 -0.016
H -1.3937 -1.4117 -5.0488 -0.003 -0.012 -0.038
H -1.3039 -0.3475 -2.8501 -0.017 -0.001 0.040
C 4.9850 -2.6167 1.8480 0.136 -0.164 0.062
C 3.7646 -1.8267 2.2864 -0.292 0.266 -0.499
C 4.1390 -0.8914 3.4265 0.102 -0.096 0.189
C 2.6259 -2.7469 2.6865 0.053 -0.303 0.268
O 3.3616 -1.1128 1.0857 0.204 -0.285 0.038
P 2.3081 0.1088 1.0644 0.507 -0.181 0.160
O 1.2760 -0.0868 2.1289 0.131 0.252 -0.169
O 1.8778 0.3309 -0.3500 0.409 -0.273 0.099
O 3.2427 1.3404 1.5410 0.148 0.321 0.166
C 4.1489 2.0917 0.6966 -0.454 -0.347 0.227
C 5.0524 2.8206 1.6777 0.060 0.096 0.019
C 4.9814 1.1872 -0.1965 0.278 0.149 -0.218
C 3.3233 3.0701 -0.1196 0.137 0.320 -0.164
H 5.3565 -3.2311 2.6720 -0.017 0.004 0.000
H 5.7839 -1.9435 1.5370 0.003 0.056 -0.018
H 4.7450 -3.2708 1.0099 -0.069 0.016 -0.021
H 4.4882 -1.5039 4.2641 0.010 0.054 -0.017
H 3.2961 -0.2962 3.7659 -0.122 0.024 -0.084
H 4.9435 -0.2186 3.1336 0.034 0.036 -0.054
H 2.9335 -3.3678 3.5334 -0.005 -0.013 0.003
H 2.3689 -3.4070 1.8573 -0.016 0.026 -0.045
H 1.7509 -2.1673 2.9694 0.000 0.034 -0.054
H 5.6074 2.1020 2.2807 0.020 -0.034 0.016
H 4.4631 3.4449 2.3491 -0.048 0.006 -0.006
H 5.7652 3.4534 1.1451 0.000 0.006 -0.012
H 5.5629 0.4783 0.3915 0.000 -0.022 0.073
H 5.6751 1.8230 -0.7576 0.011 -0.093 0.007
H 4.3783 0.6301 -0.9085 -0.165 0.002 0.041
H 2.7164 3.6857 0.5463 -0.029 -0.021 0.019
H 2.6723 2.5425 -0.8118 -0.021 -0.076 0.020
H 3.9771 3.7377 -0.6902 -0.004 -0.034 0.014
```
Positions in Å, forces in eV/Å.

Computed properties:
- Total charge: -1
- Orbital gap: 8.4 eV
- HOMO energy: -5.84 eV



# 5
Computed, not measured: a 3-piece molecular cluster, C2H10N2O2 overall in a non-equilibrium geometry, with ωB97M-V/def2-TZVPD.

Structure (XYZ):
```
16
Properties=species:S:1:pos:R:3:forces:R:3
C -1.5464 0.7981 -0.2602 0.958 0.615 0.345
N -0.9187 2.1122 -0.2716 -1.084 0.538 0.438
C 0.3299 2.2522 -0.2706 0.526 -0.350 0.200
N 1.3292 1.3089 -0.4474 -0.621 0.323 -0.018
H -2.4017 0.7710 -0.9274 0.235 -0.216 -0.407
H -1.9628 0.6141 0.7346 0.082 0.104 0.075
H -0.7670 0.0639 -0.4344 -0.680 -0.809 -0.396
H 0.7465 3.2363 -0.0622 -0.073 0.155 -0.273
H 2.2402 1.5775 -0.1317 0.171 -0.388 -0.101
H 1.0820 0.3510 -0.6310 0.396 0.025 0.120
O 0.4037 -2.1069 2.1159 0.082 0.468 -0.418
H -0.0030 -1.2318 2.1697 -0.049 -0.106 0.376
H 0.5767 -2.1362 1.1654 -0.274 -0.224 0.459
O 0.1532 -2.1846 -0.8850 0.146 0.355 0.110
H -0.1843 -2.8931 -1.4393 0.047 -0.117 0.037
H 0.9225 -2.5325 -0.4248 0.139 -0.371 -0.547
```
Positions in Å, forces in eV/Å.

Computed properties:
- SMILES string: C/N=C\N.O.O
- Total charge: 0
- Orbital gap: 9.1 eV
- Energy relative to the best compared isomer or geometry (same formula, charge and spin): 95.4 kJ/mol
- HOMO energy: -8.84 eV



# 6
Computed, not measured: a single C5H8O molecule, with ωB97M-V/def2-TZVPD.

Structure (XYZ):
```
14
Properties=species:S:1:pos:R:3:forces:R:3
C 2.2199 0.6343 -0.1819 0.138 0.171 0.058
O 1.6306 -0.5742 -0.6864 -0.266 -0.112 0.053
C 0.3732 -0.8378 -0.4713 0.088 -0.040 -0.019
C -1.8597 -0.7152 0.5741 -0.121 -0.006 0.075
C -0.6637 -0.0124 -0.0444 0.207 0.315 -0.117
C -0.5227 1.3356 -0.4051 -0.301 -0.381 0.214
H 2.0951 1.4383 -0.9041 0.041 -0.091 0.065
H 3.2636 0.3650 -0.0149 -0.081 0.136 -0.058
H 1.7173 0.9310 0.7414 0.154 -0.043 -0.133
H 0.1846 -1.8946 -0.6817 -0.027 0.122 0.047
H -2.6267 -0.9868 -0.1597 0.088 0.073 0.073
H -1.5569 -1.6247 1.1102 -0.105 0.147 -0.122
H -2.3146 -0.0460 1.3105 0.000 -0.109 -0.127
H -1.5140 1.8320 -0.3089 0.184 -0.182 -0.008
```
Positions in Å, forces in eV/Å.

Computed properties:
- Total charge: 0
- Orbital gap: 7.8 eV
- Energy relative to the best compared isomer or geometry (same formula, charge and spin): 439.6 kJ/mol
- HOMO energy: -7.80 eV